No. 1
# N2O6P

An isolated ion of composition N2O6P and charge -1 (the ωB97M-V functional and the def2-TZVPD basis, the OMol25 dataset).

Atoms and positions in Å:
N (0.042, 1.365, -0.705)
O (0.410, 1.154, -1.864)
O (-0.445, 2.369, -0.298)
P (0.601, -0.058, 0.505)
N (-0.638, -1.322, 0.057)
O (-0.021, 0.403, 2.342)
O (-0.354, -2.307, 0.699)
O (1.923, -0.385, 0.043)
O (-1.520, -1.219, -0.778)

Results
**E_HOMO**: -5.69 eV
**Frontier orbital gap**: 9.031 eV
**SMILES**: O=[N+]([O-])P(=O)([O-])[N+](=O)[O-]
**Total charge**: -1
**LUMO level**: 3.339 eV
**Energy above the lowest of the compared OMol25 structures with the same formula, charge and spin**: 74.8 kcal/mol

natural (NBO) atomic charge list, values in e, 2 entries: N 0.311; O -0.421

No. 2
# C2H9N6

An isolated ion of composition C2H9N6 and charge +1 (the ωB97M-V functional and the def2-TZVPD basis, the OMol25 dataset).

Atoms and positions in Å:
H (-2.720, 1.061, 0.343)
H (-1.313, -2.311, -0.329)
N (-2.435, 0.090, 0.343)
H (-0.782, 2.290, -1.081)
N (0.646, -1.490, -0.439)
N (-0.121, 0.602, -0.026)
H (-0.313, 2.612, 0.481)
N (-0.074, 2.117, -0.371)
H (0.676, -1.868, -1.378)
H (1.425, 0.213, -1.285)
N (2.119, -0.009, 0.519)
H (-0.565, -1.929, 1.229)
C (-0.671, -1.603, 0.188)
N (1.049, -0.132, -0.379)
H (2.444, 0.949, 0.586)
H (1.885, -0.383, 1.434)
C (-1.248, -0.209, 0.166)

Results
**E_HOMO**: -14.37 eV
**Frontier orbital gap**: 10.961 eV
**SMILES**: [H]/N=C1/CN[N@H+](N)N1N
**Total charge**: +1
**LUMO level**: -3.411 eV
**Energy above the lowest of the compared OMol25 structures with the same formula, charge and spin**: 56.3 kcal/mol

natural (NBO) atomic charge list, values in e, 2 entries: H 0.370; H 0.269

No. 3
# C8H19N2

An isolated ion of composition C8H19N2 and charge +1 (the ωB97M-V functional and the def2-TZVPD basis, the OMol25 dataset).

Atoms and positions in Å:
H (-1.468, 1.974, 0.389)
H (2.403, 0.773, 1.705)
H (0.879, -0.382, 2.042)
H (-2.666, -0.612, -1.886)
H (-0.624, 0.963, 1.386)
H (0.193, -0.805, -1.779)
C (-2.162, -0.967, 0.812)
C (0.372, 1.412, -0.090)
H (1.071, -2.032, 0.710)
N (0.768, -2.050, -0.194)
H (0.392, -2.792, -0.625)
H (-3.134, -0.396, 1.190)
C (-1.572, -0.120, -0.195)
C (0.679, -0.810, -0.754)
N (-0.912, 1.072, 0.436)
H (-1.987, 0.884, -2.088)
H (2.445, 0.797, -1.783)
H (-1.505, -1.274, 1.702)
H (0.167, 1.712, -1.201)
H (-2.546, -1.846, 0.318)
H (0.938, 2.204, 0.499)
H (3.267, 1.370, -0.361)
C (1.337, 0.259, -0.006)
H (2.614, -0.807, 1.434)
H (3.360, -0.443, -0.802)
C (1.716, -0.109, 1.401)
C (-2.433, 0.300, -1.316)
C (2.662, 0.527, -0.786)
H (-3.096, 1.027, -0.881)

Results
**E_HOMO (spin up / spin down)**: -8.67 / -14.28 eV
**Frontier orbital gap (spin up / spin down)**: 5.738 / 9.732 eV
**Spin multiplicity**: 3
**Total charge**: +1
**⟨S²⟩**: 2.0071
**LUMO level (spin up / spin down)**: -2.932 / -4.550 eV
**Energy above the lowest of the compared OMol25 structures with the same formula, charge and spin**: 41.5 kcal/mol

natural (NBO) atomic charge list, values in e, 2 entries: H 0.432; H 0.256

No. 4
# C15H15N2O4PS

C15H15N2O4PS as an isolated structure (the ωB97M-V functional and the def2-TZVPD basis, the OMol25 dataset).

Atoms and positions in Å:
C (2.755, 1.614, -0.734)
H (-2.513, -4.622, 2.004)
C (4.084, -0.332, -0.749)
C (1.516, 1.270, -0.284)
H (1.401, 0.497, 0.464)
C (0.342, 1.915, -0.797)
O (-5.275, -2.610, 4.876)
C (-3.115, -3.779, 2.317)
H (5.768, 0.032, -2.021)
H (-3.829, -4.625, 4.124)
P (-1.231, 1.317, -0.087)
H (-2.294, -0.740, -0.806)
H (-0.505, 3.358, -2.105)
H (-5.238, -0.588, 3.253)
H (6.208, -0.242, -0.329)
H (3.459, -0.502, -1.626)
C (5.530, -0.536, -1.125)
O (3.893, 1.017, -0.284)
H (-2.397, 3.141, -0.332)
O (-2.385, 2.283, -0.769)
H (-1.559, 0.180, -2.171)
C (-3.817, -3.781, 3.447)
C (2.854, 2.655, -1.704)
C (-4.635, -2.607, 3.848)
C (0.403, 2.908, -1.732)
S (3.559, 4.258, -3.276)
N (3.988, 3.118, -2.240)
C (-3.120, -2.605, 1.410)
O (-2.478, -2.604, 0.380)
C (-1.446, -0.157, -1.139)
H (3.761, -1.023, 0.030)
H (-0.517, -0.717, -1.050)
N (1.962, 4.240, -3.115)
C (-3.937, -1.431, 1.810)
H (5.688, -1.589, -1.359)
H (-3.924, -0.582, 1.137)
C (1.685, 3.303, -2.201)
C (-4.638, -1.432, 2.940)

Results
**E_HOMO**: -8.42 eV
**Frontier orbital gap**: 6.801 eV
**Total charge**: 0
**LUMO level**: -1.620 eV

natural (NBO) atomic charge list, values in e, 2 entries: C 0.307; H 0.232

no.,DFT total energy (Eh)
1,-902.17537
2,-409.74232
3,-425.27037
4,-1730.56994